{
  "formula": "C4H7NO2",
  "method": "ωB97M-V/def2-TZVPD",
  "symbols": ["C", "C", "C", "N", "C", "O", "O", "H", "H", "H", "H", "H", "H", "H"],
  "coordinates": [[-1.27, -0.89, 0.18], [-0.40, -0.13, -0.81], [0.04, 1.23, -0.26], [1.18, 0.82, 0.54], [1.57, -0.46, 0.20], [2.38, -1.16, 0.74], [0.85, -0.83, -0.90], [-0.83, -0.81, 1.18], [-1.32, -1.94, -0.09], [-2.28, -0.47, 0.22], [-0.84, -0.09, -1.81], [-0.74, 1.72, 0.34], [0.36, 1.92, -1.06], [1.30, 1.09, 1.51]],
  "lowdin_charge": [-0.0307, -0.3295, -0.1231, 0.0898, -0.5752, 0.1161, 0.0390, 0.0916, 0.0920, 0.0857, 0.1489, 0.1265, 0.1208, 0.1482],
  "smiles": "C[C@H]1CNC(=O)O1",
  "largest_force_ha_per_bohr": 0.009,
  "e_above_lowest_kj_mol": 18.5,
  "lumo_energy_ev": 0.78,
  "charge": 0,
  "multiplicity": 1,
  "homo_lumo_gap_ha": 0.3992
}


{
  "formula": "C4H7NO2",
  "method": "ωB97M-V/def2-TZVPD",
  "symbols": ["C", "N", "C", "O", "H", "H", "H", "C", "C", "O", "H", "H", "H", "H"],
  "coordinates": [[0.38, -1.08, -1.32], [1.18, -1.46, -0.41], [2.07, -0.62, 0.22], [1.78, 0.18, 1.08], [0.37, -0.07, -1.73], [-0.33, -1.80, -1.72], [3.12, -0.80, -0.06], [-1.22, 1.49, -0.02], [-1.67, 0.48, 0.74], [-0.96, -0.24, 1.63], [-1.90, 1.99, -0.70], [-0.20, 1.85, 0.05], [-2.70, 0.14, 0.69], [-0.02, 0.03, 1.59]],
  "lowdin_charge": [0.0006, 0.0565, -0.3202, 0.0312, 0.0847, 0.0859, 0.1326, -0.0238, -0.3008, -0.0113, 0.0467, 0.0522, 0.1106, 0.0550],
  "smiles": "C=NC=O.C=CO",
  "largest_force_ha_per_bohr": 0.010,
  "e_above_lowest_kj_mol": 232.7,
  "lumo_energy_ev": 0.48,
  "charge": 0,
  "multiplicity": 1,
  "homo_lumo_gap_ha": 0.3428
}


{
  "formula": "C4H7NO2",
  "method": "ωB97M-V/def2-TZVPD",
  "symbols": ["C", "C", "C", "O", "H", "H", "H", "H", "H", "H", "N", "C", "O", "H"],
  "coordinates": [[0.11, -0.84, -1.67], [-0.45, -0.54, -0.49], [-0.89, -1.54, 0.53], [-0.63, 0.75, -0.09], [0.27, -1.86, -1.96], [0.38, -0.06, -2.37], [-0.70, -2.56, 0.20], [-0.37, -1.37, 1.48], [-1.96, -1.42, 0.73], [0.07, 1.63, -0.51], [1.00, 2.28, 0.29], [0.73, 1.51, 1.25], [0.81, 0.92, 2.25], [1.60, 3.09, 0.38]],
  "lowdin_charge": [0.0437, -0.4770, -0.0324, -0.1220, 0.0519, 0.0548, 0.0795, 0.0730, 0.0868, 0.1489, 0.1237, -0.3416, 0.2017, 0.1092],
  "smiles": "C=C(C)O.N=C=O",
  "largest_force_ha_per_bohr": 0.047,
  "e_above_lowest_kj_mol": 257.3,
  "lumo_energy_ev": 0.62,
  "charge": 0,
  "multiplicity": 1,
  "homo_lumo_gap_ha": 0.3405
}


{
  "formula": "C4H7NO2",
  "method": "ωB97M-V/def2-TZVPD",
  "symbols": ["N", "C", "O", "C", "C", "C", "O", "H", "H", "H", "H", "H", "H", "H"],
  "coordinates": [[1.18, 0.35, 2.10], [1.19, 0.78, 0.82], [1.56, 1.92, 0.62], [0.76, -0.25, -0.25], [-0.62, -0.89, -0.04], [-1.74, -0.20, -1.12], [-1.11, -1.42, -1.27], [1.39, 1.01, 2.84], [0.73, -0.54, 2.21], [1.44, -1.12, -0.28], [0.88, 0.25, -1.22], [-1.56, -0.26, 0.37], [-1.36, 0.66, -1.66], [-2.84, -0.27, -1.06]],
  "lowdin_charge": [0.1544, -0.5466, 0.0393, -0.0932, -0.1920, -0.1277, -0.0854, 0.1227, 0.0885, 0.1323, 0.1188, 0.1507, 0.1139, 0.1244],
  "smiles": "NC(=O)C[C@H]1CO1",
  "largest_force_ha_per_bohr": 0.042,
  "e_above_lowest_kj_mol": 423.0,
  "lumo_energy_ev": 0.91,
  "charge": 0,
  "multiplicity": 1,
  "homo_lumo_gap_ha": 0.3649
}


{
  "formula": "C4H7NO2",
  "method": "ωB97M-V/def2-TZVPD",
  "symbols": ["O", "C", "C", "N", "C", "O", "C", "H", "H", "H", "H", "H", "H", "H"],
  "coordinates": [[1.05, 1.47, -0.02], [0.62, 0.30, -0.71], [-0.89, 0.29, -0.90], [-1.57, 0.26, 0.39], [-0.92, -0.23, 1.37], [0.28, -0.84, 1.39], [0.97, -0.92, 0.14], [0.31, 1.84, 0.48], [1.18, 0.29, -1.66], [-1.18, -0.58, -1.50], [-1.23, 1.17, -1.45], [-1.35, -0.20, 2.37], [0.68, -1.85, -0.36], [2.04, -0.94, 0.37]],
  "lowdin_charge": [-0.0219, -0.3551, -0.1767, 0.0593, -0.2415, -0.0335, -0.1158, 0.0927, 0.1519, 0.1224, 0.1190, 0.1331, 0.1330, 0.1331],
  "smiles": "O[C@@H]1CN=COC1",
  "largest_force_ha_per_bohr": 0.013,
  "e_above_lowest_kj_mol": 140.9,
  "lumo_energy_ev": 0.84,
  "charge": 0,
  "multiplicity": 1,
  "homo_lumo_gap_ha": 0.3929
}


{
  "formula": "C4H7NO2",
  "method": "ωB97M-V/def2-TZVPD",
  "symbols": ["C", "C", "C", "O", "C", "O", "N", "H", "H", "H", "H", "H", "H", "H"],
  "coordinates": [[-1.04, -0.87, 1.03], [-0.35, -0.47, -0.26], [-1.30, 1.70, -0.03], [-0.73, 0.82, -0.81], [1.18, -0.48, -0.09], [1.72, -1.36, 0.57], [1.85, 0.49, -0.74], [-0.82, -0.18, 1.84], [-2.13, -0.92, 0.90], [-0.66, -1.86, 1.29], [-0.60, -1.17, -1.06], [-1.36, 2.58, -0.72], [1.38, 1.20, -1.27], [2.86, 0.51, -0.66]],
  "lowdin_charge": [-0.0561, -0.2793, 0.0830, -0.1588, -0.4960, 0.0626, 0.1828, 0.0820, 0.0866, 0.0901, 0.1602, 0.0241, 0.1003, 0.1185],
  "largest_force_ha_per_bohr": 0.009,
  "e_above_lowest_kj_mol": 312.9,
  "lumo_energy_ev": 0.52,
  "charge": 0,
  "multiplicity": 1,
  "homo_lumo_gap_ha": 0.3474
}


{
  "formula": "C4H7NO2",
  "method": "ωB97M-V/def2-TZVPD",
  "symbols": ["C", "C", "C", "N", "C", "O", "O", "H", "H", "H", "H", "H", "H", "H"],
  "coordinates": [[-1.87, -0.59, -0.23], [-0.37, -0.34, -0.25], [0.02, 1.11, -0.07], [1.00, 1.40, 0.68], [2.80, -0.62, -0.57], [3.42, -0.85, 0.36], [0.27, -1.16, 0.70], [-2.28, -0.37, 0.76], [-2.05, -1.65, -0.44], [-2.40, 0.00, -0.98], [0.01, -0.61, -1.25], [0.76, -0.56, 1.29], [-0.54, 1.84, -0.67], [1.21, 2.40, 0.66]],
  "lowdin_charge": [-0.0499, -0.4749, -0.1842, 0.0962, 0.0120, 0.0343, -0.0682, 0.0854, 0.0815, 0.0791, 0.1356, 0.0632, 0.1242, 0.0656],
  "largest_force_ha_per_bohr": 0.026,
  "e_above_lowest_kj_mol": 151.7,
  "lumo_energy_ev": 0.93,
  "charge": 0,
  "multiplicity": 1,
  "homo_lumo_gap_ha": 0.4131
}


{
  "formula": "C4H7NO2",
  "method": "ωB97M-V/def2-TZVPD",
  "symbols": ["C", "C", "O", "C", "N", "C", "O", "H", "H", "H", "H", "H", "H", "H"],
  "coordinates": [[0.43, 0.39, 1.48], [0.57, 0.58, -0.02], [-0.53, 1.37, -0.44], [0.60, -0.77, -0.78], [-0.72, -1.29, -1.04], [-1.83, -0.91, -0.72], [-2.96, -0.70, -0.49], [-0.41, -0.26, 1.72], [0.27, 1.36, 1.97], [1.35, -0.06, 1.89], [1.52, 1.10, -0.24], [-0.55, 1.38, -1.41], [1.14, -1.51, -0.19], [1.12, -0.67, -1.73]],
  "lowdin_charge": [-0.0430, -0.4317, -0.0358, -0.1619, 0.1144, -0.3359, 0.1553, 0.0867, 0.0858, 0.0845, 0.1394, 0.1064, 0.1199, 0.1160],
  "smiles": "C[C@H](O)CN=C=O",
  "largest_force_ha_per_bohr": 0.014,
  "e_above_lowest_kj_mol": 84.1,
  "lumo_energy_ev": 0.69,
  "charge": 0,
  "multiplicity": 1,
  "homo_lumo_gap_ha": 0.4019
}


{
  "formula": "C4H7NO2",
  "method": "ωB97M-V/def2-TZVPD",
  "symbols": ["C", "C", "C", "O", "C", "O", "N", "H", "H", "H", "H", "H", "H", "H"],
  "coordinates": [[-0.12, 0.37, 1.53], [0.47, 0.38, 0.14], [1.72, -0.47, -0.05], [2.38, -0.94, 0.84], [-0.68, -0.32, -0.59], [-1.09, -1.43, -0.20], [-1.31, 0.27, -1.59], [-0.84, -1.05, 1.15], [0.57, 0.09, 2.31], [-0.61, 1.34, 1.78], [0.68, 1.36, -0.32], [1.98, -0.65, -1.12], [-0.96, 1.11, -1.98], [-2.21, -0.08, -1.89]],
  "lowdin_charge": [-0.0889, -0.3023, -0.2260, 0.0817, -0.5255, 0.0060, 0.2155, 0.2387, 0.0300, 0.0584, 0.1408, 0.1317, 0.1085, 0.1314],
  "largest_force_ha_per_bohr": 0.068,
  "e_above_lowest_kj_mol": 334.4,
  "lumo_energy_ev": 0.49,
  "charge": 0,
  "multiplicity": 1,
  "homo_lumo_gap_ha": 0.3276
}


{
  "formula": "C4H7NO2",
  "method": "ωB97M-V/def2-TZVPD",
  "symbols": ["H", "N", "C", "C", "O", "C", "C", "O", "H", "H", "H", "H", "H", "H"],
  "coordinates": [[-0.90, 1.98, -0.50], [-0.22, 1.29, -0.22], [-0.75, 0.14, -0.10], [-2.19, -0.25, -0.26], [0.01, -0.93, 0.25], [1.34, -0.65, 0.67], [2.16, 0.24, -0.24], [3.09, 0.89, 0.19], [-2.65, -0.34, 0.73], [-2.73, 0.51, -0.83], [-2.28, -1.22, -0.76], [1.35, -0.21, 1.68], [1.83, -1.63, 0.71], [1.93, 0.18, -1.32]],
  "lowdin_charge": [0.0723, 0.1687, -0.4909, 0.0008, -0.0417, -0.1389, -0.2749, 0.0480, 0.0911, 0.0815, 0.0860, 0.1359, 0.1368, 0.1255],
  "smiles": "[H]/N=C(\\C)OCC=O",
  "largest_force_ha_per_bohr": 0.011,
  "e_above_lowest_kj_mol": 136.3,
  "lumo_energy_ev": 0.80,
  "charge": 0,
  "multiplicity": 1,
  "homo_lumo_gap_ha": 0.3828
}


Which formula does entry 1 have? C4H7NO2


What is the formula in the ninth record? C4H7NO2